30
Properties=species:S:1:pos:R:3 method="wB97M-V/def2-TZVPD" orbital_gap_ev=8.824 de_lowest_ev=3.359 e_homo_ev=-8.050 smiles=CN1CC[C@H](CO)[C@H]1c1cccnc1
C 0.31 1.29 -2.30
H 1.35 1.47 -2.72
H 0.95 -0.70 -1.56
C 0.18 -0.70 0.88
N -0.63 -2.46 2.36
H -0.58 -0.83 -3.42
C -0.76 -1.55 1.42
H -0.42 2.95 -1.06
C -1.01 -0.79 -2.44
C 1.46 -0.74 1.44
H -1.80 -1.49 1.08
C 0.38 2.32 -1.05
H -1.94 -0.11 -2.62
C -0.18 0.30 -0.11
H 2.23 0.01 1.23
H 0.61 -3.26 3.69
O -1.62 -1.95 -2.04
H 2.61 -1.55 2.97
H -1.29 0.18 -0.14
N 0.19 1.58 0.09
H 0.22 2.91 1.90
H -0.66 1.10 1.95
C 1.59 -1.68 2.50
H -1.36 2.70 1.13
C 0.06 -0.13 -1.62
C -0.45 2.10 1.35
H -0.42 1.23 -3.23
H -1.01 -2.59 -1.77
C 0.59 -2.44 2.93
H 1.38 2.82 -0.84